{"formula": "C5H13NO3", "method": "wB97M-V/def2-TZVPD", "species": ["C", "C", "O", "N", "C", "O", "H", "H", "H", "H", "H", "H", "H", "C", "C", "O", "H", "H", "H", "H", "H", "H"], "positions_angstrom": [[1.863015, 0.430988, 0.541932], [1.090085, -0.499278, -0.349224], [0.814110, -1.669620, -0.077627], [0.663347, 0.045989, -1.586398], [0.782104, 1.386789, -2.102754], [0.051899, -0.890292, -2.453744], [2.748215, 0.799939, 0.016889], [1.248019, 1.280833, 0.845617], [2.174301, -0.106196, 1.440928], [0.681021, 1.400412, -3.190218], [1.734851, 1.839584, -1.818440], [-0.031060, 1.972532, -1.663262], [-0.002567, -1.680680, -1.871006], [-1.369823, -0.200014, 2.235438], [-1.797521, -0.286524, 0.783659], [-1.931709, -1.648022, 0.406787], [-0.420295, -0.720744, 2.393607], [-1.279719, 0.837855, 2.567328], [-2.088921, -0.708439, 2.885778], [-2.780416, 0.185257, 0.664791], [-1.126759, 0.236521, -0.017760], [-1.022174, -2.006894, 0.347678]], "forces_ev_per_angstrom": [[0.032, -0.079, 0.134], [-0.706, 0.816, -2.195], [0.320, 0.527, -0.282], [1.131, -2.118, 1.646], [-0.412, 0.098, 0.433], [0.157, 0.515, 0.587], [-0.092, 0.026, 0.096], [0.032, 0.001, -0.086], [-0.082, 0.024, -0.230], [0.072, -0.258, 0.226], [-0.071, -0.163, -0.071], [0.070, 0.312, -0.244], [-0.021, 0.238, -0.190], [0.389, 0.198, 0.081], [0.284, 0.289, -1.285], [0.272, -0.161, -0.143], [0.049, 0.181, -0.081], [0.070, -0.039, 0.033], [-0.089, 0.128, -0.271], [0.081, -0.203, -0.013], [-0.917, -0.550, 1.797], [-0.572, 0.216, 0.058]], "homo_ev": -9.00, "e_lumo_ev": 0.70, "total_energy_ha": -478.72193, "orbital_gap_ev": 9.70, "smiles": "CC(=O)N(C)O.CCO"}

{"formula": "C5H13NO4", "method": "wB97M-V/def2-TZVPD", "species": ["C", "C", "O", "C", "O", "C", "C", "O", "O", "H", "H", "H", "H", "H", "H", "H", "H", "H", "H", "N", "H", "H", "H"], "positions_angstrom": [[2.615337, 0.127176, 0.170419], [1.192989, -0.214041, 0.621039], [0.463118, -0.811203, -0.442465], [1.236492, -1.218473, 1.783593], [1.898414, -2.380847, 1.328177], [0.415191, 1.009484, 1.116433], [-0.302742, 1.911708, 0.139033], [-1.369184, 2.426994, 0.411540], [0.401251, 2.268326, -0.934141], [2.602940, 0.949421, -0.552902], [3.230800, 0.422080, 1.032019], [3.079312, -0.749492, -0.300598], [0.804172, -1.706535, -0.554439], [1.764300, -0.770736, 2.642397], [0.206383, -1.457169, 2.091695], [1.768872, -3.095369, 1.955401], [-0.363618, 0.679106, 1.820851], [1.091997, 1.658975, 1.688960], [0.168745, 3.176339, -1.173890], [-2.521099, 0.186715, -1.300229], [-2.123288, -0.709206, -1.587603], [-3.314743, -0.001102, -0.692184], [-2.871782, 0.657773, -2.130402]], "forces_ev_per_angstrom": [[0.129, 0.047, -0.089], [0.151, -0.205, 0.085], [-0.176, 0.126, -0.067], [-0.162, 0.352, 0.292], [0.175, -0.175, -0.207], [-0.402, -0.493, 0.329], [-1.374, 0.838, 1.002], [1.091, -0.347, -0.150], [1.051, 0.074, -0.372], [-0.050, -0.187, 0.124], [-0.118, -0.042, -0.198], [-0.107, 0.221, 0.170], [0.104, 0.003, 0.038], [-0.086, -0.072, -0.162], [0.176, 0.111, -0.122], [-0.024, -0.004, 0.035], [0.188, 0.135, -0.266], [-0.068, -0.067, -0.172], [-0.478, -0.245, -0.194], [-0.065, -0.339, -0.194], [-0.148, 0.361, 0.112], [0.160, 0.043, -0.153], [0.034, -0.135, 0.157]], "homo_ev": -9.43, "e_lumo_ev": 0.58, "total_energy_ha": -554.03532, "orbital_gap_ev": 10.01, "smiles": "C[C@@](O)(CO)CC(=O)O.N"}

{"formula": "C5H13NO4P", "method": "wB97M-V/def2-TZVPD", "species": ["C", "C", "C", "C", "C", "N", "O", "O", "O", "O", "P", "H", "H", "H", "H", "H", "H", "H", "H", "H", "H", "H", "H", "H"], "positions_angstrom": [[1.715559, 0.680675, -1.141520], [0.556491, 2.467553, 0.224860], [0.239382, -2.956787, -0.186997], [1.245561, 1.140275, 0.286627], [-0.751334, -0.173862, 0.869510], [-1.330619, -0.819525, 1.778638], [-2.868461, -0.860107, -0.332834], [-2.608063, 1.555002, 0.220535], [-1.326132, 0.424943, -1.800264], [0.500115, 0.247933, 1.118278], [-1.884985, 0.389553, -0.425651], [1.569764, -0.326072, -1.463970], [1.283849, 1.330708, -1.852542], [2.832332, 0.800018, -1.142640], [0.996292, 3.061061, -0.520278], [0.620161, 2.870331, 1.225232], [-0.379134, 2.528232, -0.255971], [0.749224, -2.848482, -1.150396], [0.139961, -4.068405, 0.078221], [0.835912, -2.446076, 0.659940], [2.117525, 1.452502, 0.974116], [-2.937424, -1.071726, 0.656498], [-0.760435, -1.144827, 2.490772], [-0.555551, -2.232911, -0.310167]], "forces_ev_per_angstrom": [[1.842, 0.240, 1.897], [0.111, -0.066, 0.144], [1.826, 0.171, 1.179], [0.884, 0.649, 0.077], [0.503, 1.214, 0.958], [-1.956, -0.841, -1.129], [-0.727, -1.499, 1.380], [1.152, -0.488, -0.681], [0.625, 0.153, 0.106], [1.218, -0.595, -0.200], [-2.255, 1.842, -0.438], [-0.634, -0.766, 0.274], [-0.484, 0.524, -0.878], [-0.818, 0.129, -0.184], [1.900, 1.271, -0.495], [-0.545, 0.680, -0.017], [-1.930, -0.760, 0.423], [0.500, -0.300, 0.312], [-0.668, 1.865, -0.478], [-0.403, -0.999, -1.431], [-0.733, -1.415, -1.204], [0.149, 0.350, -1.696], [1.585, -0.306, 1.887], [-1.143, -1.052, 0.194]], "homo_ev": -5.03, "e_lumo_ev": 3.53, "total_energy_ha": -895.48384, "orbital_gap_ev": 8.56, "total_charge": -1}

{"formula": "C5H13NO4S", "method": "wB97M-V/def2-TZVPD", "species": ["C", "C", "C", "C", "C", "N", "O", "O", "O", "O", "S", "H", "H", "H", "H", "H", "H", "H", "H", "H", "H", "H", "H", "H"], "positions_angstrom": [[-2.734270, 0.267253, -0.391703], [0.536904, 1.891861, -0.384437], [-2.163186, -1.146768, -0.168961], [-0.701667, -1.381171, -0.433166], [0.808684, 0.535518, 0.205693], [0.924878, 0.500119, 1.572443], [3.271541, 0.606385, 0.526570], [2.193438, -1.593655, 0.013304], [2.572209, 0.022386, -1.770298], [-0.171816, -2.155543, 0.582367], [2.217479, -0.189111, -0.422826], [-2.103246, 1.066349, -0.009004], [-3.780723, 0.378661, 0.214966], [-3.022682, 0.442754, -1.529077], [1.457500, 2.393882, -0.638514], [-0.189357, 2.457964, 0.265766], [-0.159011, 1.843239, -1.252184], [-2.879548, -1.888488, -0.823640], [-2.310257, -1.431141, 0.890668], [-0.193020, -1.418928, -1.385927], [4.176693, 0.550749, 0.138399], [1.378028, -0.336399, 2.013698], [0.111390, 0.843195, 2.154191], [0.760029, -2.259110, 0.631682]], "forces_ev_per_angstrom": [[-3.020, 0.214, -0.833], [-2.653, 0.134, -0.267], [-1.695, -1.044, -0.966], [2.195, 0.367, 2.266], [-1.753, -0.364, -1.431], [-0.858, -0.550, 3.514], [1.066, -0.366, -0.876], [0.982, 1.408, -0.298], [-0.097, 0.701, -1.355], [-3.761, 0.296, -0.439], [0.656, -2.300, 2.033], [0.146, -0.074, -0.208], [2.433, -0.400, -1.508], [0.820, -0.142, 2.383], [0.026, 0.662, 0.087], [1.426, -0.220, 0.048], [1.067, -0.331, -0.074], [1.932, 1.469, 1.516], [0.068, 0.068, -0.593], [-0.365, -0.191, -0.211], [-0.793, -0.036, 0.232], [-0.863, 1.170, -0.785], [1.308, -0.667, -1.292], [1.733, 0.196, -0.943]], "homo_ev": [-7.10, -7.33], "e_lumo_ev": [0.30, 0.58], "total_energy_ha": -952.06579, "orbital_gap_ev": [7.40, 7.91]}

{"formula": "C5H13NOS", "method": "wB97M-V/def2-TZVPD", "species": ["C", "C", "N", "O", "H", "H", "H", "H", "H", "C", "C", "S", "C", "H", "H", "H", "H", "H", "H", "H", "H"], "positions_angstrom": [[1.863333, -1.467320, 1.761406], [0.698350, -0.561934, 1.659824], [0.539941, 0.429672, 2.642528], [0.017737, -0.559337, 0.659646], [2.598755, -1.202714, 0.980649], [1.565666, -2.458588, 1.334001], [2.333945, -1.699418, 2.716187], [-0.308146, 0.967802, 2.491939], [0.524234, 0.213176, 3.630588], [-0.875363, -0.933097, -2.103882], [0.157728, 0.175054, -2.074289], [-0.241092, 1.890583, -1.673053], [-1.550566, 2.198746, -0.424351], [-0.672626, -1.595046, -1.241792], [-0.738525, -1.708933, -2.853290], [-1.954271, -0.733996, -2.120854], [1.087458, -0.090349, -1.516662], [0.556129, 0.323208, -3.090857], [-1.835010, 3.220564, -0.675226], [-2.520126, 1.721827, -0.668566], [-1.247550, 1.870100, 0.566053]], "forces_ev_per_angstrom": [[0.612, -2.337, -1.056], [-0.087, 1.142, 0.507], [-0.922, -0.113, -0.014], [-0.177, 0.079, 0.336], [-0.061, 0.493, 0.674], [-0.192, 0.659, 0.525], [-0.068, 0.632, 0.041], [0.168, -0.014, -0.449], [0.800, -0.527, -0.114], [-0.081, -1.860, 1.236], [1.009, -0.139, -0.653], [-0.399, 0.867, -0.144], [-0.754, -1.395, -1.292], [-0.542, 0.713, 0.135], [0.365, 0.531, -0.944], [0.437, 0.642, 0.106], [-1.071, -0.154, -0.020], [-0.293, 0.134, 0.107], [0.685, 0.364, 0.893], [0.638, -0.446, 0.036], [-0.067, 0.728, 0.092]], "homo_ev": -7.92, "e_lumo_ev": 0.73, "total_energy_ha": -726.45892, "orbital_gap_ev": 8.64, "smiles": "CC(N)=O.CCSC"}

{"formula": "C5H13NOS", "method": "wB97M-V/def2-TZVPD", "species": ["C", "C", "C", "N", "S", "C", "C", "O", "H", "H", "H", "H", "H", "H", "H", "H", "H", "H", "H", "H", "H"], "positions_angstrom": [[-0.822361, 1.025540, -1.754586], [-0.604121, -0.600757, -1.477188], [0.725976, -0.995772, -2.161186], [-0.466192, -0.906492, -0.094772], [0.471734, 0.037704, 0.944384], [-0.504613, 1.225765, 1.808655], [0.693553, -1.109580, 2.285261], [1.804289, 0.687168, 0.733497], [-0.006242, 1.515206, -1.320122], [-1.017728, 1.207875, -2.889455], [-1.701220, 1.538882, -1.285863], [-1.519297, -1.210784, -1.633586], [1.468347, -0.645701, -1.509085], [0.705596, -0.360142, -3.121883], [0.867994, -2.038308, -2.431714], [-1.254029, 0.775534, 2.531014], [0.115737, 1.877596, 2.434484], [-0.991606, 1.729824, 1.050514], [1.267635, -1.978776, 2.178592], [1.117195, -0.492125, 3.119866], [-0.350646, -1.282656, 2.593173]], "forces_ev_per_angstrom": [[-2.733, -2.104, -1.854], [-0.185, 1.950, 0.233], [-2.281, 1.355, -3.009], [2.259, 2.215, 4.418], [0.765, -2.947, -1.428], [-0.328, -0.636, 2.637], [-1.746, 2.232, 1.843], [-1.967, -0.623, -0.545], [1.736, 0.811, -0.066], [0.968, -0.161, 1.935], [0.300, -1.092, -0.041], [0.575, 0.522, -1.130], [1.322, 0.386, 0.572], [0.677, -1.164, 1.088], [-0.194, -0.085, 0.257], [0.765, 0.151, -1.267], [0.157, -0.087, -0.535], [-1.171, 1.415, -1.337], [0.667, -1.075, -0.865], [-0.099, -0.421, -0.790], [0.513, -0.643, -0.115]], "homo_ev": -8.34, "e_lumo_ev": 0.59, "total_energy_ha": -726.35115, "orbital_gap_ev": 8.93, "smiles": "CC(C)N=S(C)(C)=O"}

Results for max |F|: 2.91; 1.90; 2.94; 3.80; 2.64; 5.43 (in eV/A, following the order of the records).